2
Properties=species:S:1:pos:R:3 method="wB97M-V/def2-TZVPD" relative_energy_ev=0.000 gap_ha=0.351 total_charge=+1 largest_force_ev_per_a=2.682
Sr 0.95029 -0.31687 -0.50991
F -0.95029 0.31687 0.50991



19
Properties=species:S:1:pos:R:3 method="wB97M-V/def2-TZVPD" smiles=C[C@@H]1OCC[C@@H]1C relative_energy_ev=0.365 gap_ha=0.388 total_charge=0 largest_force_ev_per_a=0.305
C -0.82042 1.66849 0.30438
C -1.08008 0.20455 -0.03946
O -1.35663 -0.53929 1.14354
C -0.17639 -1.19786 1.59690
C 0.91626 -0.92783 0.55535
C 0.10522 -0.53384 -0.68308
C 0.88508 0.23066 -1.74437
H 0.09638 1.78646 0.89441
H -0.73153 2.28506 -0.59734
H -1.65300 2.05003 0.90271
H -1.97712 0.13994 -0.66868
H 0.09589 -0.82752 2.59352
H -0.39436 -2.27003 1.68699
H 1.56238 -0.09593 0.86273
H 1.55873 -1.79724 0.38478
H -0.30199 -1.45118 -1.12993
H 1.70449 -0.38163 -2.13679
H 0.24373 0.50834 -2.58904
H 1.32336 1.14882 -1.33660



12
Properties=species:S:1:pos:R:3 method="wB97M-V/def2-TZVPD" multiplicity=2 relative_energy_ev=6.634 gap_ha="0.135 / 0.143" total_charge=0 s_squared=0.768 largest_force_ev_per_a=4.696
C -1.02229 -1.30633 -0.55634
C 0.09712 -0.60026 -0.12166
C 1.31188 -0.42685 0.56656
H -1.19391 -1.26977 -1.61755
H -1.95099 -1.79937 -0.28880
H 2.15783 -0.01560 1.11116
H 1.60198 -1.39611 0.96458
O 0.00153 1.98653 0.04065
C 0.80542 1.12282 -0.47093
Na -2.21475 0.84878 0.14660
Li -0.81485 1.69620 1.68912
H 1.22103 1.15995 -1.46338